A molecular structure, C36H40As2Cl2NScSi at a distorted geometry, computed with the ωB97M-V functional and the def2-TZVPD basis.

## Properties
- E_tot: -214760.0743 eV
- Orbital gap: 7.4 eV
- Energy relative to the best compared isomer or geometry (same formula, charge and spin): 0.963 eV

Structure (ORCA input):
```
! RIJCOSX wB97M-V def2-TZVPD def2/J DEFGRID3
* xyz 2 1
Sc -0.165 1.032 0.446
C 2.244 0.040 3.077
C 3.068 0.746 2.012
As 2.522 0.214 0.209
C 3.188 -1.562 0.052
C 2.362 -2.547 -0.477
C 2.854 -3.836 -0.644
C 4.160 -4.127 -0.277
C 4.981 -3.133 0.250
C 4.498 -1.844 0.414
C 3.672 1.264 -0.911
C 3.312 1.418 -2.247
C 4.130 2.133 -3.106
C 5.304 2.704 -2.626
C 5.662 2.550 -1.293
C 4.847 1.825 -0.429
As 0.341 0.505 3.084
C 0.359 2.397 3.410
C -0.539 3.147 2.651
C -0.560 4.536 2.745
C 0.326 5.167 3.605
C 1.224 4.419 4.371
C 1.250 3.036 4.271
C -0.170 -0.298 4.745
C -0.772 0.478 5.723
C -1.098 -0.108 6.941
C -0.830 -1.450 7.163
C -0.236 -2.220 6.170
C 0.093 -1.648 4.950
H 2.622 0.242 4.072
H 2.287 -1.038 2.937
H 4.113 0.486 2.125
H 2.995 1.828 2.083
H 1.343 -2.324 -0.762
H 2.218 -4.608 -1.061
H 4.545 -5.131 -0.406
H 6.002 -3.362 0.529
H 5.155 -1.075 0.801
H 2.404 0.972 -2.628
H 3.860 2.238 -4.151
H 5.944 3.268 -3.295
H 6.579 2.989 -0.921
H 5.148 1.711 0.604
H -1.281 2.652 2.035
H -1.276 5.114 2.171
H 0.316 6.248 3.692
H 1.902 4.921 5.050
H 1.948 2.466 4.873
H -0.983 1.524 5.556
H -1.560 0.491 7.716
H -1.086 -1.900 8.115
H -0.034 -3.269 6.343
H 0.545 -2.258 4.180
Cl 1.316 3.398 -0.058
C -0.052 4.274 -0.800
Cl -1.507 3.282 -0.585
H 0.145 4.377 -1.856
H -0.175 5.224 -0.301
C -3.399 0.568 2.868
Si -3.000 -0.630 1.529
C -2.007 -2.052 2.205
C -4.552 -1.316 0.827
N -1.942 0.170 0.316
C -2.322 0.406 -1.040
C -3.608 0.768 -1.436
C -3.875 1.053 -2.766
C -2.868 1.011 -3.731
C -1.584 0.681 -3.349
C -1.327 0.371 -2.014
H -4.152 0.116 3.528
H -3.824 1.502 2.479
H -2.544 0.812 3.497
H -2.052 -2.084 3.297
H -0.960 -2.015 1.903
H -2.410 -3.003 1.836
H -4.847 -2.155 1.469
H -4.432 -1.699 -0.192
H -5.372 -0.589 0.829
H -4.399 0.839 -0.698
H -4.886 1.319 -3.056
H -3.092 1.223 -4.769
H -0.787 0.636 -4.084
H -0.323 0.056 -1.749
*
```

=====

A gas-phase ion, C6H12NO (charge -1) at a distorted geometry, computed with the ωB97M-V functional and the def2-TZVPD basis.

## Properties
- E_tot: -9951.7816 eV
- Orbital gap: 5.6 eV
- Energy relative to the best compared isomer or geometry (same formula, charge and spin): 1.564 eV
- SMILES: C=C(CCC[O-])NC

Structure (ORCA input):
```
! RIJCOSX wB97M-V def2-TZVPD def2/J DEFGRID3
* xyz -1 1
C 1.625 1.169 -0.807
C 0.744 0.227 -0.392
C -0.733 0.255 -0.641
C -1.594 1.179 0.236
C -1.741 0.535 1.695
O -2.526 1.310 2.392
N 1.195 -0.954 0.297
C 1.703 -2.054 -0.650
H 2.677 1.003 -0.731
H 1.367 2.152 -1.162
H -1.294 -0.699 -0.785
H -0.895 0.815 -1.568
H -1.017 2.190 0.443
H -2.556 1.291 -0.104
H -2.338 -0.429 1.422
H -0.709 0.292 2.118
H 0.534 -1.358 0.907
H 2.559 -1.693 -1.193
H 2.027 -2.875 -0.053
H 0.972 -2.354 -1.424
*
```